Entry a
A molecular structure, C3H7N5O. Source: the OMol25 dataset; level of theory: ωB97M-V/def2-TZVPD.

The geometry in ORCA input format:
```
! RIJCOSX wB97M-V def2-TZVPD def2/J DEFGRID3
* xyz 0 1
C 1.10932 0.65792 0.34207
C -0.22124 -1.43380 -0.03594
C -2.13097 0.02331 0.17689
H 1.15192 2.59523 -0.66917
H 1.33979 1.20852 -1.69450
H 0.05515 0.14274 2.10397
H 2.82761 -1.22557 0.36886
H 0.28842 -2.44142 -0.04449
H -1.60645 0.48794 1.17656
H -3.56735 -0.17073 -1.42881
N 1.52224 1.50358 -0.74411
N 0.41530 0.89751 1.46585
N 0.94629 -0.61470 -0.08312
N -1.51549 -1.20841 0.17154
N -2.95596 0.65356 -0.64364
O 2.34141 -1.07568 -0.46196
*
```

Calculated values
Gap between HOMO and LUMO, eV: 9.4

Mulliken population analysis, charges in e, atoms 1 to 8: number 1, C, carries 0.68; number 2, C, carries 0.03; number 3, C, carries 0.19; number 4, H, carries 0.31; number 5, H, carries 0.26; number 6, H, carries 0.32; number 7, H, carries 0.34; number 8, H, carries 0.32



Entry b
A molecular structure, C3H7N5O. Source: the OMol25 dataset; level of theory: ωB97M-V/def2-TZVPD.

The geometry in ORCA input format:
```
! RIJCOSX wB97M-V def2-TZVPD def2/J DEFGRID3
* xyz 0 1
C 0.59351 -0.36505 -2.15210
C -0.27593 -0.58448 0.48527
C 0.97313 0.04066 -0.20417
N -0.20689 -1.22792 -2.62987
N 0.91030 0.54153 -3.08296
N -0.41349 -0.80850 -3.93301
N 0.27350 0.24516 -4.19202
N -1.33672 0.35624 0.30718
O 1.07072 1.39579 0.09298
H -0.07437 -0.67497 1.57347
H -0.55062 -1.69924 0.42721
H 1.94564 -0.39019 0.15741
H -1.75974 0.38474 -0.65597
H -2.06048 0.10192 0.90280
H 0.24493 1.81907 -0.10399
H 1.59903 1.23204 -3.08864
*
```

Calculated values
Gap between HOMO and LUMO, eV: 10.8

Mulliken population analysis, charges in e, atoms 1 to 8: number 1, C, carries 0.29; number 2, C, carries -0.45; number 3, C, carries -0.10; number 4, N, carries -0.26; number 5, N, carries 0.21; number 6, N, carries -0.29; number 7, N, carries -0.40; number 8, N, carries -0.58



Which structure wins on stability? entry b wins.



Entry a
A molecular structure, C3H7N3O2. Source: the OMol25 dataset; level of theory: ωB97M-V/def2-TZVPD.

The geometry in ORCA input format:
```
! RIJCOSX wB97M-V def2-TZVPD def2/J DEFGRID3
* xyz 0 1
C 2.31021 0.35653 0.59521
C -0.61267 0.35934 -0.13626
C -3.15403 -0.29528 -0.15455
H 3.23632 1.04052 0.12569
H 1.94858 1.10738 1.41700
H 2.95600 -0.48831 0.90400
H 1.74074 0.90116 -1.30590
H 0.42800 -1.72765 0.00457
H -1.20200 -1.43872 -0.05822
H -3.88648 -1.40622 -0.57458
N 1.67679 0.03611 -0.57227
N 0.46317 -0.47444 -0.25589
N -1.75896 -0.48044 0.14956
O -0.57410 1.57770 -0.42465
O -3.57158 0.93232 0.28628
*
```

Calculated values
Gap between HOMO and LUMO, eV: 9.5

Mulliken population analysis, charges in e, atoms 1 to 8: number 1, C, carries -0.80; number 2, C, carries 0.50; number 3, C, carries 0.16; number 4, H, carries 0.26; number 5, H, carries 0.30; number 6, H, carries 0.32; number 7, H, carries 0.36; number 8, H, carries 0.30



Entry b
A single C3H7N3O2 molecule. Source: the OMol25 dataset; level of theory: ωB97M-V/def2-TZVPD.

The geometry in ORCA input format:
```
! RIJCOSX wB97M-V def2-TZVPD def2/J DEFGRID3
* xyz 0 1
C -2.05723 -0.66974 0.13931
C 1.40232 -0.56249 -0.36647
C -0.06715 0.54880 -0.32724
N 2.61730 -0.52704 0.26307
N -0.41197 1.74764 0.24482
O 1.14216 0.61238 -1.04270
N -0.90526 -0.42637 -0.69355
O 0.89846 -1.70882 -0.65207
H 3.20064 0.29225 0.19194
H 2.98827 -1.41494 0.56602
H -0.64080 2.51088 -0.37602
H -1.02251 1.77138 1.04727
H -1.86228 -0.59266 1.21336
H -2.46032 -1.65633 -0.09318
H -2.82163 0.07506 -0.11456
*
```

Calculated values
Gap between HOMO and LUMO (alpha / beta), eV: 7.9 / 7.9

Mulliken population analysis, charges in e, atoms 1 to 8: number 1, C, carries -0.88; number 2, C, carries 0.79; number 3, C, carries 0.21; number 4, N, carries -0.39; number 5, N, carries -0.42; number 6, O, carries -0.38; number 7, N, carries -0.18; number 8, O, carries -0.61



Entry c
A single C3H7N3O2 molecule. Source: the OMol25 dataset; level of theory: ωB97M-V/def2-TZVPD.

The geometry in ORCA input format:
```
! RIJCOSX wB97M-V def2-TZVPD def2/J DEFGRID3
* xyz 0 1
C -0.93308 0.28809 2.26387
N -1.43222 -0.26141 0.82925
N -1.04054 0.28440 -0.48055
C 0.18149 0.25171 -0.84519
C 1.14807 -0.34038 0.12409
O 2.42248 -0.45287 -0.24836
N 0.54023 0.47010 -2.16046
O 1.23154 -0.55385 -3.02906
H -0.65890 1.50828 2.06318
H 0.15824 -0.15738 2.58735
H -1.83062 -0.03034 2.96149
H -2.44270 -0.32859 0.85963
H 0.65993 -1.01239 0.79490
H -0.30791 0.69427 -2.72239
H 2.30400 -0.35963 -2.99776
*
```

Calculated values
Gap between HOMO and LUMO, eV: 8.1
SMILES string: CN/N=C(\C=O)NO

Mulliken population analysis, charges in e, atoms 1 to 8: number 1, C, carries -0.63; number 2, N, carries -0.32; number 3, N, carries -0.44; number 4, C, carries 0.36; number 5, C, carries 0.11; number 6, O, carries -0.52; number 7, N, carries -0.23; number 8, O, carries -0.44



Entry d
A single C3H7N3O2 molecule. Source: the OMol25 dataset; level of theory: ωB97M-V/def2-TZVPD.

The geometry in ORCA input format:
```
! RIJCOSX wB97M-V def2-TZVPD def2/J DEFGRID3
* xyz 0 1
C 1.71255 1.14589 -0.12146
N 0.90550 -0.03923 -0.24089
N 1.47193 -1.24071 0.27491
C -0.47923 0.03951 -0.10299
N -1.02107 1.12684 0.13511
O -2.38702 0.85562 0.10502
C -2.56508 -0.54395 -0.00357
O -1.20148 -1.04517 -0.25628
H 0.97817 1.97696 -0.05755
H 2.36317 1.27968 -0.96933
H 2.25481 1.10544 0.82999
H 2.34040 -1.14020 0.88145
H 1.86095 -1.75531 -0.54944
H -2.98398 -1.02376 0.86372
H -3.24964 -0.74162 -0.78870
*
```

Calculated values
Gap between HOMO and LUMO, eV: 9.1
SMILES string: CN(N)C1=NOCO1

Mulliken population analysis, charges in e, atoms 1 to 8: number 1, C, carries -0.87; number 2, N, carries 0.25; number 3, N, carries -0.71; number 4, C, carries 0.50; number 5, N, carries -0.31; number 6, O, carries -0.26; number 7, C, carries -0.08; number 8, O, carries -0.36



Which structure wins on stability? entry b wins.



Entry a
A molecular structure, C3H7N3O2. Source: the OMol25 dataset; level of theory: ωB97M-V/def2-TZVPD.

The geometry in ORCA input format:
```
! RIJCOSX wB97M-V def2-TZVPD def2/J DEFGRID3
* xyz 0 1
C 0.42802 1.25244 -0.47198
C -0.66888 0.83418 0.57286
C -0.80033 -1.68321 -0.20433
H 2.33209 1.63245 -0.56202
H 1.63725 2.28198 0.91168
H -0.68863 0.93228 -1.80422
H -1.71737 1.15725 0.29022
H -0.31248 1.38845 1.59092
H 1.27471 0.21092 0.86907
H 0.19619 -2.59191 -0.27791
N 1.76761 1.38865 0.12127
N 0.27154 1.00770 -1.69083
N -0.63770 -0.71546 0.95925
O 0.81388 -0.88736 1.52480
O -1.59948 -1.51240 -1.04042
*
```

Calculated values
Gap between HOMO and LUMO, eV: 9.2

Mulliken population analysis, charges in e, atoms 1 to 8: number 1, C, carries 0.40; number 2, C, carries -0.97; number 3, C, carries 0.21; number 4, H, carries 0.26; number 5, H, carries 0.35; number 6, H, carries 0.32; number 7, H, carries 0.35; number 8, H, carries 0.30



Entry b
A single C3H7N3O2 molecule. Source: the OMol25 dataset; level of theory: ωB97M-V/def2-TZVPD.

The geometry in ORCA input format:
```
! RIJCOSX wB97M-V def2-TZVPD def2/J DEFGRID3
* xyz 0 1
C -1.29667 -1.67447 0.20839
C -0.05307 -1.22885 0.41089
N 0.86659 -0.23954 -0.14911
N 2.25894 -0.43793 0.01901
C 0.43367 1.05448 -0.37702
O 1.11523 2.08185 -0.33956
N -0.94779 1.04538 -0.56732
O -1.67634 1.85956 0.33196
H -2.14238 -1.09868 -0.14634
H -1.57085 -2.66515 0.55919
H 0.56010 -1.95540 0.95040
H 2.72418 0.11639 -0.70487
H 2.52865 0.03069 0.88741
H -1.39924 0.35349 -1.14951
H -1.40102 2.75819 0.06648
*
```

Calculated values
Gap between HOMO and LUMO, eV: 10.0
SMILES string: C=CN(N)C(=O)NO

Mulliken population analysis, charges in e, atoms 1 to 8: number 1, C, carries -0.91; number 2, C, carries 0.32; number 3, N, carries 0.35; number 4, N, carries -0.85; number 5, C, carries 0.38; number 6, O, carries -0.60; number 7, N, carries -0.26; number 8, O, carries -0.42



Entry c
A molecular structure, C3H7N3O2. Source: the OMol25 dataset; level of theory: ωB97M-V/def2-TZVPD.

The geometry in ORCA input format:
```
! RIJCOSX wB97M-V def2-TZVPD def2/J DEFGRID3
* xyz 0 1
C -1.04957 -0.94227 0.64283
C -0.53197 0.49703 0.46742
C 0.70321 -0.21171 -0.13232
N 0.15750 -1.42443 0.06963
N -1.27967 1.41313 -0.32667
N 2.09062 0.01991 -0.10938
O 2.54352 1.14391 0.07733
O 2.73834 -0.99813 -0.38760
H -1.17764 -1.36281 1.65707
H -2.01143 -1.09870 0.12681
H -0.18041 0.92973 1.42143
H 0.49558 0.73585 -1.94376
H 0.38034 -2.23566 -0.50502
H -1.92868 1.88544 0.20163
H -0.94973 1.64872 -1.25939
*
```

Calculated values
Gap between HOMO and LUMO (alpha / beta), eV: 7.4 / 8.2

Mulliken population analysis, charges in e, atoms 1 to 8: number 1, C, carries -0.74; number 2, C, carries 0.83; number 3, C, carries -0.58; number 4, N, carries -0.14; number 5, N, carries -0.51; number 6, N, carries 0.91; number 7, O, carries -0.55; number 8, O, carries -0.58



Which structure wins on stability? entry b wins.